Arrangement w

2 unconnected molecules or ions with the total composition C3H7N2O, computed with ωB97M-V/def2-TZVPD.

```
! wB97M-V def2-TZVPD RIJCOSX def2/J DEFGRID3
* xyz 1 1
C 1.566 -0.914 0.352
C 2.116 0.299 0.604
N 1.195 1.241 0.232
C 0.143 0.652 -0.339
N 0.296 -0.656 -0.150
H 1.831 -1.931 0.556
H 2.927 0.576 1.258
H 1.346 2.247 0.256
H -0.744 1.208 -0.596
H -0.200 -1.358 -0.672
H -3.777 0.263 -0.694
H -3.568 -1.161 -0.136
O -3.132 -0.466 -0.672
*
```

* highest occupied orbital energy: -14.80 eV

In the natural (NBO) picture, each atom carries the following charge in e:
1. C -0.04
2. C -0.05
3. N -0.45
4. C 0.27
5. N -0.45
6. H 0.26
7. H 0.26
8. H 0.46
9. H 0.27
10. H 0.46
11. H 0.49
12. H 0.49
13. O -0.97

=====

Arrangement x

A gas-phase ion, C3H7N2O (charge +1), computed with ωB97M-V/def2-TZVPD.

```
! wB97M-V def2-TZVPD RIJCOSX def2/J DEFGRID3
* xyz 1 1
N -1.138 -1.476 0.731
C -0.582 -0.400 0.165
C -0.494 0.261 -1.216
C 0.834 0.843 -0.672
N 0.426 0.321 0.613
O 1.083 0.217 1.835
H -1.906 -2.134 0.449
H -1.027 -1.408 1.712
H -0.534 -0.358 -2.146
H -1.284 0.990 -1.333
H 1.674 0.333 -1.200
H 1.118 1.986 -0.737
H 1.830 0.825 1.799
*
```

* highest occupied orbital energy: -14.70 eV

In the natural (NBO) picture, each atom carries the following charge in e:
1. N -0.74
2. C 0.53
3. C -0.44
4. C -0.23
5. N -0.05
6. O -0.48
7. H 0.47
8. H 0.42
9. H 0.27
10. H 0.27
11. H 0.24
12. H 0.24
13. H 0.51

=====

Arrangement y

A gas-phase ion, C3H7N2O (charge +1), computed with ωB97M-V/def2-TZVPD.

```
! wB97M-V def2-TZVPD RIJCOSX def2/J DEFGRID3
* xyz 1 1
C -0.467 0.447 1.869
N -1.342 0.011 1.074
C -0.861 0.022 -0.304
O -1.644 0.440 -1.094
C 0.475 -0.205 -0.332
N 1.116 -0.233 -1.621
H -0.559 0.600 3.062
H 0.551 0.780 1.483
H -2.235 -0.313 1.375
H 1.008 -0.846 0.487
H 0.485 -0.157 -2.410
H 1.550 -1.099 -1.754
H 1.923 0.552 -1.837
*
```

* highest occupied orbital energy: -12.69 eV

In the natural (NBO) picture, each atom carries the following charge in e:
1. C 0.10
2. N -0.45
3. C 0.53
4. O -0.59
5. C -0.44
6. N -0.66
7. H 0.25
8. H 0.26
9. H 0.46
10. H 0.22
11. H 0.45
12. H 0.43
13. H 0.44

=====

We find arrangement w to be the most stable, with the next structure 68.1 kcal/mol higher.

=====

Arrangement w

2 unconnected molecules or ions with the total composition C3H7N2O, computed with ωB97M-V/def2-TZVPD.

```
! wB97M-V def2-TZVPD RIJCOSX def2/J DEFGRID3
* xyz 1 1
C 1.131 -0.449 -0.347
C 0.259 -1.193 -1.149
C -1.700 1.348 -0.482
N 2.036 -0.059 0.229
N -0.718 1.171 0.231
O 2.566 0.794 1.032
H 0.786 -1.820 -1.836
H -0.254 -0.325 -1.763
H -0.613 -1.687 -0.767
H -2.538 2.132 -0.179
H 3.185 0.246 1.611
H -1.938 0.904 -1.392
H -0.617 1.553 1.188
*
```

* highest occupied orbital energy: -14.08 eV

In the natural (NBO) picture, each atom carries the following charge in e:
1. C 0.64
2. C -0.76
3. C 0.02
4. N 0.01
5. N -0.67
6. O -0.41
7. H 0.30
8. H 0.30
9. H 0.31
10. H 0.17
11. H 0.53
12. H 0.17
13. H 0.39

=====

Arrangement x

2 unconnected molecules or ions with the total composition C3H7N2O, computed with ωB97M-V/def2-TZVPD.

```
! wB97M-V def2-TZVPD RIJCOSX def2/J DEFGRID3
* xyz 1 1
C -0.102 1.862 0.238
C -0.915 1.348 -0.721
N -0.338 0.155 -1.073
C 0.749 -0.089 -0.360
N 0.922 0.963 0.434
H -0.273 2.702 0.887
H -1.795 1.833 -1.099
H -0.741 -0.463 -1.761
H 1.400 -0.936 -0.479
H 1.651 1.217 1.060
H -0.884 -2.812 1.198
H 0.540 -2.654 1.031
O -0.213 -3.126 0.647
*
```

* highest occupied orbital energy: -14.97 eV

In the natural (NBO) picture, each atom carries the following charge in e:
1. C -0.05
2. C -0.05
3. N -0.44
4. C 0.26
5. N -0.45
6. H 0.26
7. H 0.27
8. H 0.47
9. H 0.27
10. H 0.46
11. H 0.47
12. H 0.45
13. O -0.91

=====

We find arrangement x to be the most stable, with the next structure 116.9 kcal/mol higher.

=====

Arrangement w

2 unconnected molecules or ions with the total composition C4H9NO2, computed with ωB97M-V/def2-TZVPD.

```
! wB97M-V def2-TZVPD RIJCOSX def2/J DEFGRID3
* xyz 0 3
C 1.460 0.882 -1.384
C 1.420 1.959 -0.306
C -1.159 -2.165 2.200
C -0.564 -1.545 0.940
N 0.468 0.114 -1.400
O 0.398 -2.161 0.449
O -1.032 -0.308 0.626
H 2.460 0.817 -1.933
H 2.139 1.577 0.408
H 0.380 1.703 0.229
H 1.587 3.053 -0.683
H -2.201 -1.780 2.327
H -0.509 -1.640 3.017
H -1.022 -3.308 2.282
H 0.512 -0.708 -2.027
H -0.607 0.069 -0.175
*
```

* highest occupied orbital energy (alpha / beta): -5.41 / -10.13 eV

In the natural (NBO) picture, each atom carries the following charge in e:
1. C -0.22
2. C -0.63
3. C -0.72
4. C 0.79
5. N -0.49
6. O -0.60
7. O -0.67
8. H 0.26
9. H 0.22
10. H 0.20
11. H 0.23
12. H 0.23
13. H 0.24
14. H 0.25
15. H 0.41
16. H 0.49

=====

Arrangement x

C4H9NO2 in the gas phase, computed with ωB97M-V/def2-TZVPD.

```
! wB97M-V def2-TZVPD RIJCOSX def2/J DEFGRID3
* xyz 0 3
C -0.727 0.161 0.064
C 1.636 0.925 -0.442
C -1.311 -1.698 1.399
C 0.155 0.855 -0.994
N -0.539 -1.111 0.325
O 0.470 -1.789 -0.070
O -0.499 2.014 -1.370
H -1.687 0.580 0.482
H 1.719 1.554 0.536
H 2.092 -0.039 -0.258
H 2.423 1.432 -1.091
H -1.882 -2.576 0.889
H -1.938 -1.094 1.884
H -0.471 -2.144 2.109
H 0.409 0.283 -1.992
H 0.148 2.647 -1.471
*
```

* highest occupied orbital energy (alpha / beta): -6.00 / -10.16 eV

In the natural (NBO) picture, each atom carries the following charge in e:
1. C 0.00
2. C -0.66
3. C -0.43
4. C 0.04
5. N -0.08
6. O -0.29
7. O -0.70
8. H 0.21
9. H 0.20
10. H 0.25
11. H 0.21
12. H 0.21
13. H 0.20
14. H 0.21
15. H 0.17
16. H 0.47

=====

We find arrangement w to be the most stable, with the next structure 7.2 kcal/mol higher.